Computed, not measured: a cluster of 2 separate species, C15H11N3S2 in total in a non-equilibrium geometry, with ωB97M-V/def2-TZVPD.

Structure (XYZ):
```
31
C15H11N3S2 | the OMol25 dataset | ωB97M-V/def2-TZVPD
S 2.94031 4.25515 -3.81120
C 2.44486 3.31611 -2.47645
N 1.84235 2.89792 -1.28355
C 1.09705 1.60275 -1.51887
C -0.11044 1.40306 -2.62927
C -0.88783 -0.06138 -2.82640
C -0.47325 -1.38650 -1.89991
C 0.71807 -1.15378 -0.79440
C 1.50956 0.30009 -0.55524
N 2.58459 0.48133 0.49401
C 2.17989 -0.08240 1.84676
C 2.36095 0.80104 3.25507
C 1.89687 0.12005 4.70248
C 1.30415 -1.40377 4.86292
C 1.12103 -2.28653 3.46303
C 1.53026 -1.61338 2.02437
S 1.29253 -2.55068 0.37617
H -0.48126 2.29011 -3.32672
H -1.76716 -0.22456 -3.61316
H -1.00286 -2.43523 -1.98371
H 3.45586 -0.01139 0.13156
H 2.79396 1.88995 3.15330
H 2.00589 0.77438 5.69426
H 0.98581 -1.87753 5.90668
H 0.69463 -3.40006 3.47168
C -5.25251 0.09144 -2.30644
C -4.50002 -1.02427 -1.70864
N -3.90548 -1.90567 -1.23640
H -4.87070 0.35078 -3.29950
H -6.31399 -0.15228 -2.42157
H -5.19311 0.99522 -1.69087
```

Results
Spin multiplicity: 1
SMILES string: S=C=Nc1cccc2c1Nc1ccccc1S2.CC#N
E_tot in hartree: -1538.15031
E_LUMO in eV: -0.764